This record from the OMol25 dataset describes one molecule with the formula C4H7NO2. The level of theory is ωB97M-V/def2-TZVPD.

```
14
Properties=species:S:1:pos:R:3
C 2.253 0.159 -0.477
N 1.276 -0.897 -0.270
C 0.094 -0.538 -0.041
C -0.546 0.829 0.121
O -1.922 0.558 -0.032
C -2.094 -0.758 0.406
O -0.906 -1.451 0.087
H 2.176 0.552 -1.500
H 2.138 0.998 0.226
H 3.263 -0.246 -0.356
H -0.234 1.549 -0.641
H -0.325 1.256 1.112
H -2.928 -1.217 -0.127
H -2.246 -0.793 1.492
```

Computed properties:
**HOMO level**: -9.75 eV
**Kohn-Sham gap**: 10.59 eV
**SMILES**: C/N=C1\COCO1
**Charge**: 0

This record from the OMol25 dataset describes one molecule with the formula C4H7NO2 at a distorted geometry. The level of theory is ωB97M-V/def2-TZVPD.

```
14
Properties=species:S:1:pos:R:3
C 0.251 0.307 -1.468
C 0.477 -0.181 -0.064
N 1.438 0.113 0.716
O 2.365 0.953 0.123
C -0.601 -1.025 0.577
C -1.639 -0.140 1.086
O -1.780 -0.907 -0.165
H 0.578 1.339 -1.603
H 0.813 -0.317 -2.169
H -0.806 0.221 -1.727
H 3.011 1.057 0.832
H -0.320 -1.976 1.019
H -2.499 -0.341 1.692
H -1.289 0.898 1.153
```

Computed properties:
**HOMO level**: -9.61 eV
**Kohn-Sham gap**: 10.60 eV
**SMILES**: C/C(=N\O)[C@H]1CO1
**Charge**: 0

This record from the OMol25 dataset describes a 2-piece molecular cluster, C4H7NO2 overall at a distorted geometry. The level of theory is ωB97M-V/def2-TZVPD.

```
14
Properties=species:S:1:pos:R:3
O 2.128 1.340 0.374
N 2.032 0.098 -0.227
C 0.824 -0.220 -0.420
C 0.076 -1.438 -0.831
C -0.866 -0.665 0.132
C -0.715 0.710 -0.242
O -1.065 1.670 0.636
H 3.081 1.499 0.390
H 0.376 -2.419 -0.452
H -0.150 -1.476 -1.908
H -0.830 -0.930 1.164
H -2.641 -0.470 1.181
H -0.901 1.051 -1.267
H -1.349 1.252 1.471
```

Computed properties:
**HOMO level (alpha / beta)**: -7.39 / -8.36 eV
**Kohn-Sham gap (alpha / beta)**: 6.95 / 8.17 eV
**Charge**: 0

This record from the OMol25 dataset describes one molecule with the formula C4H7NO2. The level of theory is ωB97M-V/def2-TZVPD.

```
14
Properties=species:S:1:pos:R:3
O 1.100 -1.185 1.907
C 0.586 -1.314 0.817
C 0.050 -0.140 0.048
C -1.346 -0.244 -0.573
O -1.796 0.972 -1.104
C 1.229 0.638 -0.438
N 0.383 1.137 0.642
H 0.603 -2.290 0.292
H -2.033 -0.604 0.215
H -1.383 -0.977 -1.387
H -1.610 1.652 -0.438
H 1.230 1.201 -1.367
H 2.187 0.190 -0.170
H 0.800 0.964 1.556
```

Computed properties:
**HOMO level**: -10.26 eV
**Kohn-Sham gap**: 11.02 eV
**SMILES**: O=C[C@]1(CO)CN1
**Charge**: 0

This record from the OMol25 dataset describes one molecule with the formula C4H7NO2 at a distorted geometry. The level of theory is ωB97M-V/def2-TZVPD.

```
14
Properties=species:S:1:pos:R:3
O -0.207 -2.463 -0.693
N -0.947 -1.318 -0.997
C -0.379 -0.278 -0.555
C -1.018 1.033 -0.215
C 0.314 1.524 0.395
C 0.900 0.104 0.192
O 1.198 -0.544 1.398
H -0.731 -3.162 -1.103
H -1.610 0.621 0.612
H -1.580 1.646 -0.927
H 0.228 1.840 1.436
H 0.855 2.294 -0.164
H 1.747 0.097 -0.505
H 1.325 -1.480 1.189
```

Computed properties:
**HOMO level**: -9.61 eV
**Kohn-Sham gap**: 10.47 eV
**SMILES**: O/N=C1/CC[C@H]1O
**Charge**: 0

This record from the OMol25 dataset describes one molecule with the formula C4H7NO2. The level of theory is ωB97M-V/def2-TZVPD.

```
14
Properties=species:S:1:pos:R:3
C 1.233 1.337 -0.149
C -0.121 0.714 0.127
C -0.531 -0.369 -0.906
N -0.655 -1.523 -0.055
C -0.575 -1.226 1.279
O -0.831 -1.935 2.216
O -0.132 0.054 1.398
H 1.971 0.576 -0.422
H 1.596 1.877 0.730
H 1.143 2.047 -0.978
H -0.885 1.495 0.188
H 0.237 -0.505 -1.677
H -1.475 -0.113 -1.402
H -0.976 -2.429 -0.349
```

Computed properties:
**HOMO level**: -9.93 eV
**Kohn-Sham gap**: 10.70 eV
**SMILES**: C[C@H]1CNC(=O)O1
**Charge**: 0

This record from the OMol25 dataset describes C4H7NO2 as an isolated structure at a distorted geometry. The level of theory is ωB97M-V/def2-TZVPD.

```
14
Properties=species:S:1:pos:R:3
O -2.188 -0.217 -0.888
C -1.335 -0.426 0.180
C -0.043 -1.198 -0.066
N 0.730 0.008 0.181
C -0.318 0.985 0.311
C 2.017 0.285 -0.114
O 2.480 1.407 -0.122
H -1.632 0.651 -0.663
H -1.830 -0.572 1.139
H 0.136 -1.998 0.655
H 0.029 -1.575 -1.093
H -0.423 1.480 1.278
H -0.217 1.800 -0.463
H 2.595 -0.631 -0.334
```

Computed properties:
**HOMO level**: -9.81 eV
**Kohn-Sham gap**: 10.54 eV
**Charge**: 0

This record from the OMol25 dataset describes one molecule with the formula C4H7NO2 at a distorted geometry. The level of theory is ωB97M-V/def2-TZVPD.

```
14
Properties=species:S:1:pos:R:3
N -2.484 -0.083 0.482
C -1.397 0.394 -0.178
O -1.491 1.262 -1.024
C -0.039 -0.006 0.399
C 1.160 0.475 -0.438
C 2.251 -0.519 -0.231
O 2.213 -1.712 -0.457
H -2.435 -0.826 1.159
H -3.435 0.143 0.227
H -0.060 -1.093 0.437
H -0.018 0.274 1.453
H 1.545 1.458 -0.160
H 0.923 0.363 -1.495
H 3.268 -0.129 -0.174
```

Computed properties:
**HOMO level**: -9.92 eV
**Kohn-Sham gap**: 10.59 eV
**SMILES**: NC(=O)CCC=O
**Charge**: 0

This record from the OMol25 dataset describes a 2-piece molecular cluster, C4H7NO2 overall at a distorted geometry. The level of theory is ωB97M-V/def2-TZVPD.

```
14
Properties=species:S:1:pos:R:3
C 0.222 -1.262 -1.523
C -0.282 -0.332 -0.427
C 0.508 -0.353 0.864
N 0.585 0.704 1.557
C -1.490 1.777 1.480
O -1.295 2.900 1.427
O -0.485 0.976 -0.904
H 1.199 -0.937 -1.899
H -0.491 -1.244 -2.353
H 0.312 -2.295 -1.167
H -1.279 -0.674 -0.106
H 0.368 1.429 -0.881
H 0.843 -1.333 1.223
H 0.913 0.540 2.506
```

Computed properties:
**HOMO level**: -9.83 eV
**Kohn-Sham gap**: 10.68 eV
**Charge**: 0

This record from the OMol25 dataset describes one molecule with the formula C4H7NO2 at a distorted geometry. The level of theory is ωB97M-V/def2-TZVPD.

```
14
Properties=species:S:1:pos:R:3
C 1.349 -0.622 0.652
C 0.195 -0.804 -0.350
C -1.228 -0.415 0.208
N -1.173 1.086 -0.018
C -0.145 1.346 -0.919
O 0.358 2.397 -1.249
O 0.288 0.160 -1.415
H 1.155 0.273 1.257
H 2.285 -0.491 0.092
H 1.459 -1.489 1.325
H 0.332 -1.806 -0.819
H -1.384 -0.632 1.273
H -1.911 -1.043 -0.433
H -1.544 1.956 0.438
```

Computed properties:
**HOMO level**: -9.96 eV
**Kohn-Sham gap**: 10.76 eV
**SMILES**: C[C@H]1CNC(=O)O1
**Charge**: 0

Results for ΔE to the lowest compared entry with this formula, charge and spin: 172.7 399.5 851.1 229.6 352.2 8.3 378.2 83.6 199.6 72.6 (in kJ/mol, following the order of the records).